10
Properties=species:S:1:pos:R:3:forces:R:3 method="wB97M-V/def2-TZVPD" de_lowest_kj_mol=426.9 max_force_ev_per_a=2.74 gap_ev="6.57 / 8.15" homo_ha="-0.115 / -0.150" total_charge=-1 energy_ev=-11705.9861
C -0.25484 1.12870 0.62915 0.544 0.011 -0.651
C 0.62717 -0.03311 0.07026 -0.258 0.729 1.847
C -2.68354 0.37801 3.32206 0.416 -1.284 0.329
N -0.74340 1.16618 1.80524 -0.456 0.095 -0.166
N 1.17109 -0.78220 0.86503 0.269 -1.027 -0.065
N -0.92522 0.54041 2.80808 0.223 -0.226 0.248
O -3.40027 0.77381 2.48087 -1.031 1.564 -1.995
O -2.70049 -0.25159 4.32488 0.605 -0.402 1.660
H 0.00680 2.05024 0.15400 -0.327 0.619 -0.247
H 0.86313 0.10133 -0.96443 0.016 -0.079 -0.960